(1)
{
  "formula": "C5H13NOS",
  "method": "ωB97M-V/def2-TZVPD",
  "s_squared": 0.753,
  "multiplicity": 2,
  "gap_ha": [0.3483, 0.1543],
  "lumo_ev": [-3.27, -8.55],
  "total_charge": 1,
  "relative_energy_kj_mol": 154.1,
  "largest_force_ev_per_a": 4.014,
  "elements": ["C", "C", "O", "N", "H", "H", "H", "H", "H", "C", "C", "C", "S", "H", "H", "H", "H", "H", "H", "H", "H"],
  "coordinates": [[2.752, 1.238, 0.598], [1.669, 2.266, 0.768], [1.711, 3.301, 1.404], [0.473, 2.203, 0.017], [3.489, 1.739, -0.111], [2.479, 0.250, 0.189], [0.062, 3.085, 0.101], [0.074, 1.620, -0.735], [3.170, 1.010, 1.649], [-0.296, -1.688, -1.270], [0.470, -2.287, -0.078], [-2.482, -1.101, 0.645], [-2.096, -1.658, -1.016], [0.153, -0.676, -1.506], [-0.247, -2.358, -2.115], [0.678, -1.788, 0.805], [1.500, -2.780, -0.319], [-2.047, -1.731, 1.373], [-1.981, -0.100, 0.743], [-3.593, -0.887, 0.672], [0.124, -3.260, 0.165]],
  "forces_ev_per_angstrom": [[1.12, -0.07, 1.10], [-1.86, 1.01, -1.17], [1.35, -1.00, 0.51], [0.21, -2.06, -0.55], [-0.55, -0.83, 1.19], [-0.32, 0.63, -0.09], [-1.05, 1.33, 0.01], [1.25, 0.30, 0.78], [-0.17, 0.69, -1.81], [1.02, 0.66, 1.43], [2.10, -2.79, -1.98], [-0.62, 2.43, -1.51], [0.05, 0.30, 0.14], [-1.01, -0.89, -0.06], [0.24, 0.03, -0.49], [-0.23, 1.70, 1.44], [-1.23, 1.77, -0.61], [0.12, -0.95, 0.92], [-0.22, -0.64, -0.01], [1.29, -0.79, 0.18], [-1.49, -0.80, 0.60]]
}

(2)
{
  "formula": "C5H13NP",
  "method": "ωB97M-V/def2-TZVPD",
  "gap_ha": 0.2268,
  "lumo_ev": -5.27,
  "total_charge": 1,
  "relative_energy_kj_mol": 341.1,
  "largest_force_ev_per_a": 6.783,
  "elements": ["C", "C", "C", "C", "C", "N", "P", "H", "H", "H", "H", "H", "H", "H", "H", "H", "H", "H", "H", "H"],
  "coordinates": [[4.050, 1.449, -0.587], [1.984, -1.351, 0.023], [-3.622, 0.948, 0.520], [2.843, -0.358, 0.610], [-3.161, -0.182, -0.427], [3.542, 0.466, 0.026], [-1.385, -0.213, -0.521], [5.065, 1.728, -0.913], [3.180, 2.070, -1.042], [1.122, -1.687, 0.676], [1.572, -0.851, -0.825], [2.433, -2.281, -0.386], [-3.284, 0.748, 1.612], [-3.444, 1.877, 0.202], [-4.776, 0.746, 0.611], [-1.094, -1.524, -0.701], [2.994, -0.233, 1.676], [-3.518, -0.284, -1.465], [-3.255, -1.133, 0.099], [-1.245, 0.065, 0.811]],
  "forces_ev_per_angstrom": [[-3.27, 0.42, -1.22], [-1.54, -1.98, -0.38], [-3.42, -5.38, 2.32], [0.44, -0.63, 2.41], [0.13, -0.83, 0.56], [2.75, 2.13, -2.25], [1.63, 2.82, -1.73], [-0.23, -1.02, 0.58], [1.73, -0.20, 1.12], [1.25, 0.63, -0.41], [-0.65, 0.16, -0.86], [0.25, 0.64, 0.49], [-0.11, 0.48, -1.98], [0.76, 3.63, -1.12], [1.96, 0.96, -0.18], [0.18, -1.56, 0.49], [-0.75, -0.13, 0.51], [-0.57, 0.48, 0.68], [-1.17, 0.00, -0.18], [0.66, -0.61, 1.17]]
}

(3)
{
  "formula": "C5H13NP",
  "method": "ωB97M-V/def2-TZVPD",
  "gap_ha": [0.2324, 0.2493],
  "lumo_ev": [-6.45, -6.19],
  "total_charge": 1,
  "relative_energy_kj_mol": 335.9,
  "largest_force_ev_per_a": 4.228,
  "elements": ["C", "C", "C", "C", "C", "N", "P", "H", "H", "H", "H", "H", "H", "H", "H", "H", "H", "H", "H", "H"],
  "coordinates": [[-0.282, 0.985, -0.104], [-2.635, 0.543, 0.407], [1.695, -0.342, -2.241], [-1.544, 1.469, 0.419], [1.526, -0.903, -0.953], [1.304, -1.332, 2.050], [0.025, -0.697, -0.053], [0.500, 1.771, -0.157], [-2.653, -0.103, -0.434], [-2.594, -0.140, 1.211], [-3.511, 1.117, 0.556], [2.541, 0.226, -2.332], [0.836, 0.264, -2.496], [1.797, -1.133, -3.009], [-1.398, 1.932, 1.334], [-1.829, 2.264, -0.162], [2.001, -1.824, -0.694], [1.612, -2.306, 2.102], [0.598, -1.044, 2.724], [2.010, -0.748, 1.833]],
  "forces_ev_per_angstrom": [[1.27, 0.24, -0.13], [-1.21, -1.33, 0.82], [-2.06, -0.82, -1.73], [1.43, -0.65, -0.73], [-2.49, -0.77, 1.54], [-2.92, -3.06, -0.07], [1.01, 0.33, -0.03], [-0.19, -0.81, -0.13], [-0.41, -0.14, -1.29], [0.06, -0.82, 1.30], [-1.35, 0.10, -0.26], [2.63, 1.52, -0.16], [0.08, 0.25, -0.23], [0.04, 0.16, 0.29], [0.36, 0.85, 2.22], [-0.41, 2.41, -1.85], [0.98, -0.40, 0.20], [-0.31, 0.58, 0.41], [0.77, -0.13, -0.07], [2.71, 2.50, -0.09]]
}

(4)
{
  "formula": "C5H13NP",
  "method": "ωB97M-V/def2-TZVPD",
  "gap_ha": 0.3884,
  "lumo_ev": -3.32,
  "total_charge": 1,
  "relative_energy_kj_mol": 87.2,
  "largest_force_ev_per_a": 3.639,
  "elements": ["C", "C", "C", "C", "P", "C", "N", "H", "H", "H", "H", "H", "H", "H", "H", "H", "H", "H", "H", "H"],
  "coordinates": [[-0.997, -0.545, -1.309], [-0.467, -0.271, 0.044], [-1.555, -0.364, 1.126], [0.840, -1.075, 0.571], [2.212, -0.519, -0.577], [1.462, 1.146, -0.591], [0.119, 1.195, -0.021], [-2.088, -0.164, -1.404], [-1.216, -1.687, -1.177], [-0.437, -0.106, -2.153], [-2.586, 0.056, 0.920], [-1.338, 0.071, 2.122], [-1.700, -1.398, 1.176], [1.046, -0.746, 1.566], [0.577, -2.167, 0.428], [2.954, -0.223, 0.519], [1.496, 1.606, -1.639], [2.033, 1.801, -0.045], [0.023, 1.446, 0.949], [-0.375, 1.944, -0.506]],
  "forces_ev_per_angstrom": [[-2.95, -2.04, 0.08], [0.76, 1.64, 1.53], [-1.01, 1.85, -0.14], [-2.32, -0.31, -2.79], [-0.58, -1.20, -0.19], [0.13, 0.95, -2.69], [-1.09, -0.64, 0.30], [1.83, -0.20, 0.23], [0.82, 1.69, -1.59], [0.04, -1.11, 0.28], [1.27, -0.21, -0.52], [0.56, -0.53, -0.46], [-0.38, -1.65, 0.74], [-0.04, -0.34, 0.76], [0.53, 1.22, 0.64], [1.29, 0.19, 0.77], [-0.60, -0.78, 1.32], [1.60, 1.50, 1.31], [0.91, 0.54, 0.65], [-0.77, -0.58, -0.23]]
}

(5)
{
  "formula": "C5H13NS",
  "method": "ωB97M-V/def2-TZVPD",
  "gap_ha": 0.3408,
  "lumo_ev": 0.96,
  "relative_energy_kj_mol": 95.6,
  "largest_force_ev_per_a": 1.829,
  "elements": ["C", "N", "C", "C", "C", "C", "S", "H", "H", "H", "H", "H", "H", "H", "H", "H", "H", "H", "H", "H"],
  "coordinates": [[-1.839, -0.731, 1.857], [-2.029, 0.142, 0.702], [-0.970, 0.492, -0.197], [-1.467, 1.425, -1.306], [-0.046, -0.633, -0.757], [1.144, -0.932, 0.197], [2.677, -0.011, -0.321], [-1.053, -1.437, 1.557], [-2.771, -1.248, 2.051], [-1.434, -0.215, 2.732], [-2.931, 0.130, 0.257], [-0.225, 1.097, 0.351], [-2.109, 2.246, -0.971], [-2.042, 0.996, -2.129], [-0.548, 1.902, -1.663], [0.360, -0.286, -1.705], [-0.628, -1.496, -1.093], [1.347, -1.963, 0.457], [0.887, -0.448, 1.140], [2.298, 1.194, 0.090]],
  "forces_ev_per_angstrom": [[0.94, 0.13, -1.57], [-0.62, 0.31, 0.22], [0.72, 0.36, 0.05], [0.28, 0.53, 0.05], [-0.22, -0.29, -0.36], [-0.57, 1.49, 0.07], [-0.05, -1.04, -0.02], [-0.34, -0.51, 0.43], [0.04, -0.10, 0.34], [-0.37, 0.19, 0.08], [0.02, -0.26, 0.17], [-0.32, 0.20, 0.19], [0.15, -0.16, 0.55], [0.36, -0.54, -0.03], [-0.34, -0.06, -0.54], [0.19, 0.26, -0.01], [-0.04, -0.30, 0.57], [0.29, -0.18, -0.50], [0.12, -0.23, 0.16], [-0.24, 0.21, 0.14]]
}

(6)
{
  "formula": "C5H13NS",
  "method": "ωB97M-V/def2-TZVPD",
  "gap_ha": 0.3426,
  "lumo_ev": 1.06,
  "relative_energy_kj_mol": 81.4,
  "largest_force_ev_per_a": 3.926,
  "elements": ["C", "S", "C", "C", "C", "C", "N", "H", "H", "H", "H", "H", "H", "H", "H", "H", "H", "H", "H", "H"],
  "coordinates": [[-2.428, -1.811, 0.321], [-2.107, -0.611, -1.022], [-0.367, -0.679, -1.400], [0.598, 0.452, -1.083], [0.573, 0.794, 0.426], [1.375, 2.079, 0.671], [1.123, -0.373, 1.093], [-3.144, -2.568, -0.074], [-2.862, -1.472, 1.260], [-1.489, -2.227, 0.655], [0.094, -1.680, -1.083], [-0.503, -0.756, -2.488], [0.131, 1.405, -1.448], [1.502, 0.331, -1.673], [-0.468, 0.853, 0.799], [0.733, 2.877, 0.368], [2.263, 2.124, 0.040], [1.647, 2.198, 1.718], [2.070, -0.677, 0.814], [1.261, -0.257, 2.106]],
  "forces_ev_per_angstrom": [[-0.40, -0.55, -0.14], [-0.97, 0.34, 1.10], [1.11, -2.23, -1.06], [-3.24, 2.14, 0.57], [2.16, -1.08, -0.26], [-0.49, -0.54, -0.07], [1.14, -1.26, 1.67], [0.85, 0.32, 0.25], [-0.20, 0.86, -0.23], [0.30, -0.48, -0.36], [-0.84, 1.32, -0.29], [0.73, 0.01, 0.07], [0.32, -0.72, -0.52], [0.56, -0.11, 0.75], [0.41, 0.32, -0.55], [-0.28, 0.98, -0.07], [0.13, -0.16, 0.12], [0.00, 0.04, 0.03], [-0.73, 0.57, -0.49], [-0.56, 0.20, -0.49]]
}

(7)
{
  "formula": "C5H13NS",
  "method": "ωB97M-V/def2-TZVPD",
  "gap_ha": 0.1268,
  "lumo_ev": -3.39,
  "relative_energy_kj_mol": 653.5,
  "largest_force_ev_per_a": 2.994,
  "elements": ["C", "C", "S", "C", "N", "C", "C", "H", "H", "H", "H", "H", "H", "H", "H", "H", "H", "H", "H", "H"],
  "coordinates": [[0.990, -1.172, -0.426], [2.170, -0.775, -1.263], [-3.844, 0.004, -0.745], [0.894, -0.765, 0.927], [-0.054, 0.612, 1.134], [-1.407, 0.198, 0.897], [0.391, 1.592, 0.094], [0.550, -2.137, -0.645], [2.912, -0.285, -0.629], [1.824, -0.041, -2.007], [2.711, -1.555, -1.784], [-5.186, -0.041, -0.798], [0.335, -1.234, 1.731], [1.802, -0.458, 1.460], [-1.657, -0.232, -0.078], [-2.060, 1.082, 0.726], [-1.840, -0.239, 1.792], [1.473, 1.608, 0.202], [-0.093, 2.544, 0.322], [0.090, 1.295, -0.909]],
  "forces_ev_per_angstrom": [[2.07, -1.88, 1.06], [-0.59, 1.02, 0.58], [-0.20, 0.09, 0.04], [-0.61, 1.81, 2.10], [0.58, -0.12, -2.07], [-0.98, 1.46, -0.03], [-0.37, -0.65, 1.03], [-0.94, 0.40, -0.62], [-0.13, 0.26, -0.05], [0.21, -0.05, -0.10], [-0.53, -0.52, -0.17], [0.07, -0.02, -0.12], [-0.11, -1.43, -0.85], [0.21, 0.28, -0.87], [0.58, -0.93, 0.43], [0.32, 0.37, 0.41], [0.06, -0.74, -0.32], [0.01, 0.59, -0.30], [0.30, 0.01, 0.04], [0.04, 0.05, -0.18]]
}

(8)
{
  "formula": "C5H13O2P",
  "method": "ωB97M-V/def2-TZVPD",
  "gap_ha": 0.3816,
  "lumo_ev": 0.71,
  "relative_energy_kj_mol": 411.7,
  "largest_force_ev_per_a": 5.234,
  "elements": ["C", "C", "C", "C", "C", "O", "O", "P", "H", "H", "H", "H", "H", "H", "H", "H", "H", "H", "H", "H", "H"],
  "coordinates": [[1.464, -0.424, 1.216], [-1.016, -0.159, 1.538], [-1.448, -0.071, -1.316], [0.176, 0.106, 0.599], [0.035, -0.173, -0.891], [0.343, 1.579, 0.554], [0.365, -1.926, -0.937], [1.353, 0.672, -1.794], [2.233, -0.280, 0.363], [1.325, -1.452, 1.721], [1.749, 0.189, 2.095], [-1.635, 0.608, 1.811], [-0.615, -0.467, 2.601], [-1.543, -0.967, 1.141], [-1.714, 0.915, -1.213], [-2.206, -0.514, -0.563], [-1.471, -0.461, -2.320], [-0.025, 1.817, 1.440], [1.067, -1.818, -1.633], [0.638, 0.773, -3.025], [0.924, 2.053, -1.388]],
  "forces_ev_per_angstrom": [[0.72, -0.79, -0.04], [3.40, -2.31, 1.89], [0.88, -2.26, 1.33], [0.43, 1.91, 1.30], [-2.04, -4.47, 1.80], [-1.01, -0.05, 2.10], [0.42, 4.27, -1.36], [-0.21, 1.87, -0.95], [-0.64, -0.96, 1.94], [0.51, 1.19, -1.67], [-0.18, 0.15, -0.69], [-1.73, 2.34, -0.26], [-0.48, 0.21, -2.05], [-1.10, -1.39, -0.12], [-0.47, 2.78, -0.56], [1.54, -0.19, -1.61], [-0.77, -0.01, -0.25], [0.70, 0.34, -1.13], [-0.77, -0.86, 0.93], [0.18, -0.19, 0.10], [0.62, -1.56, -0.67]]
}

(9)
{
  "formula": "C5H13P",
  "method": "ωB97M-V/def2-TZVPD",
  "gap_ha": 0.3483,
  "lumo_ev": 1.07,
  "relative_energy_kj_mol": 69.5,
  "largest_force_ev_per_a": 2.169,
  "elements": ["C", "C", "C", "C", "C", "P", "H", "H", "H", "H", "H", "H", "H", "H", "H", "H", "H", "H", "H"],
  "coordinates": [[2.759, -0.465, -0.019], [1.323, -0.998, -0.333], [0.231, -0.036, 0.264], [-1.155, -0.631, -0.115], [-2.375, 0.377, -0.113], [-2.090, 2.090, 0.586], [3.167, 0.040, -0.909], [2.702, 0.302, 0.768], [3.397, -1.306, 0.280], [1.178, -0.979, -1.429], [1.145, -2.036, -0.018], [0.361, -0.074, 1.357], [0.437, 0.949, -0.171], [-1.040, -1.071, -1.121], [-1.403, -1.442, 0.590], [-2.741, 0.507, -1.145], [-3.207, -0.084, 0.442], [-1.573, 2.818, -0.531], [-1.115, 2.037, 1.615]],
  "forces_ev_per_angstrom": [[-0.75, -0.31, -0.22], [-0.10, 1.14, -0.21], [0.37, -2.06, -0.55], [-0.13, 0.82, 0.00], [1.00, -0.54, 0.11], [-2.01, 0.42, -0.07], [0.04, -0.31, 0.33], [0.20, -0.44, -0.04], [0.11, 0.51, -0.04], [0.06, -0.19, 0.39], [0.19, 0.32, 0.13], [-0.07, 0.59, -0.32], [-0.33, -0.08, 0.39], [-0.27, 0.09, 0.39], [0.27, 0.18, -0.35], [0.11, 0.21, 0.41], [0.26, 0.37, -0.11], [0.65, -0.51, 0.58], [0.39, -0.21, -0.81]]
}

(10)
{
  "formula": "C5H14",
  "method": "ωB97M-V/def2-TZVPD",
  "s_squared": 0.750,
  "multiplicity": 2,
  "gap_ha": [0.1006, 0.4372],
  "lumo_ev": [4.31, 4.25],
  "total_charge": -1,
  "relative_energy_kj_mol": 36.0,
  "largest_force_ev_per_a": 1.101,
  "elements": ["C", "C", "C", "H", "H", "H", "H", "H", "H", "H", "H", "C", "C", "H", "H", "H", "H", "H", "H"],
  "coordinates": [[0.419, 1.969, 0.650], [-0.673, 1.585, 1.648], [0.123, 1.592, -0.819], [0.648, 3.027, 0.660], [1.363, 1.474, 0.895], [-1.493, 1.060, 1.153], [-0.804, 1.048, -0.944], [-1.070, 2.441, 2.191], [-0.303, 0.822, 2.343], [0.106, 2.486, -1.460], [0.900, 1.013, -1.334], [0.641, -2.433, -0.127], [-0.482, -2.216, -1.126], [1.399, -1.641, -0.189], [0.275, -2.440, 0.904], [1.237, -3.340, -0.272], [-0.975, -1.266, -0.941], [-0.093, -2.163, -2.146], [-1.220, -3.019, -1.084]],
  "forces_ev_per_angstrom": [[0.44, -0.60, -0.81], [0.08, -0.57, -0.10], [0.47, 0.66, -0.65], [-0.10, 0.33, 0.27], [-0.10, 0.01, 0.28], [-0.12, 0.31, -0.06], [-0.24, -0.03, -0.03], [-0.06, -0.01, 0.13], [0.05, 0.28, 0.22], [-0.49, 0.02, 0.19], [0.04, -0.34, 0.55], [0.60, 0.12, 0.25], [0.20, -0.17, -0.24], [-0.24, 0.15, 0.03], [-0.03, 0.01, -0.02], [-0.34, -0.19, -0.14], [-0.14, 0.05, 0.15], [0.01, -0.07, -0.02], [-0.07, 0.03, 0.01]]
}

(11)
{
  "formula": "C5H14",
  "method": "ωB97M-V/def2-TZVPD",
  "s_squared": 0.750,
  "multiplicity": 2,
  "gap_ha": [0.0971, 0.4347],
  "lumo_ev": [4.15, 4.25],
  "total_charge": -1,
  "relative_energy_kj_mol": 96.7,
  "largest_force_ev_per_a": 2.532,
  "elements": ["C", "C", "H", "H", "H", "H", "H", "H", "C", "C", "C", "H", "H", "H", "H", "H", "H", "H", "H"],
  "coordinates": [[-0.935, 2.773, 0.175], [-2.324, 2.559, 0.916], [-0.351, 3.618, 0.526], [-0.264, 1.887, 0.369], [-1.015, 2.700, -0.905], [-2.325, 1.663, 1.511], [-3.155, 2.286, 0.199], [-2.531, 3.449, 1.512], [1.249, -1.839, 0.146], [1.788, -2.965, -0.847], [0.317, -0.706, -0.350], [0.663, -2.321, 0.882], [2.186, -1.424, 0.494], [2.768, -3.382, -0.506], [1.945, -2.523, -1.767], [0.953, 0.063, -0.777], [-0.369, -1.022, -1.166], [1.016, -3.745, -1.158], [-0.089, -0.344, 0.593]],
  "forces_ev_per_angstrom": [[0.02, -2.25, 0.83], [0.40, -0.05, -1.72], [-0.29, 0.37, -0.18], [-0.77, 0.81, 0.04], [-0.18, 0.64, -0.21], [0.42, -0.18, 0.75], [0.78, 0.95, 0.50], [-0.43, -0.20, -0.03], [0.31, -1.15, -2.16], [-1.53, -0.47, 1.34], [1.50, -0.81, -0.64], [0.07, -0.69, 1.34], [-0.17, 0.31, 0.76], [-0.94, 0.00, -0.09], [0.81, 1.23, -2.06], [-0.05, 0.42, -0.17], [-0.02, 0.14, 0.98], [0.90, 0.59, 1.04], [-0.82, 0.34, -0.34]]
}

(12)
{
  "formula": "C5H14",
  "method": "ωB97M-V/def2-TZVPD",
  "s_squared": 0.750,
  "multiplicity": 2,
  "gap_ha": [0.0889, 0.4404],
  "lumo_ev": [3.92, 4.07],
  "total_charge": -1,
  "relative_energy_kj_mol": 25.4,
  "largest_force_ev_per_a": 2.153,
  "elements": ["C", "C", "H", "H", "H", "H", "H", "H", "C", "C", "C", "H", "H", "H", "H", "H", "H", "H", "H"],
  "coordinates": [[-4.369, -1.144, 0.689], [-2.942, -1.684, 0.669], [-4.495, -0.244, 1.295], [-5.142, -1.841, 1.041], [-4.724, -0.886, -0.319], [-2.683, -2.039, 1.669], [-2.914, -2.580, 0.039], [-2.265, -0.936, 0.253], [2.045, 1.951, -1.153], [3.095, 1.368, -0.242], [2.934, -0.135, 0.010], [1.086, 2.103, -0.653], [1.934, 1.337, -2.047], [2.279, 2.973, -1.480], [3.086, 1.841, 0.739], [4.137, 1.548, -0.531], [3.763, -0.565, 0.592], [1.945, -0.396, 0.338], [3.230, -0.672, -0.909]],
  "forces_ev_per_angstrom": [[-0.88, 0.18, -0.42], [-0.93, -0.47, -0.02], [0.25, 0.05, 0.05], [0.44, -0.19, 0.17], [0.30, 0.10, 0.04], [0.44, 0.37, -0.03], [0.15, 0.14, -0.11], [0.26, -0.17, 0.32], [0.04, 0.72, -0.29], [0.62, -0.46, 1.21], [1.69, -0.24, -1.32], [-0.12, -0.60, 0.01], [-0.24, 0.01, 0.03], [0.35, -0.09, -0.08], [-0.38, 0.35, 0.18], [-0.18, 0.04, -0.62], [-0.53, 0.46, 0.90], [-0.27, -0.34, 0.21], [-0.99, 0.14, -0.25]]
}